1.
Here is the molecule C4H6Br2N2 at a distorted geometry from the OMol25 dataset. Energies are from wB97M-V/def2-TZVPD.

Output
- HOMO energy (alpha / beta) (eV) = -6.5 / -9.0
- molecular weight (Da) = 241.9
- orbital gap (alpha / beta) (eV) = 5.70 / 6.41
- multiplicity = 3
- ΔE to the lowest compared entry with this formula, charge and spin (kcal/mol) = 2.0
- electronic energy (Eh) = -5413.3660

```
14
Properties=species:S:1:pos:R:3:forces:R:3
C -0.716136 1.040520 -0.155653 0.14 -1.21 4.80
C 0.210663 0.141410 -0.583471 2.89 -2.12 2.62
C -0.213468 -0.117044 1.733472 4.05 0.40 -2.31
C 1.118516 0.006655 -1.732307 -2.43 -1.22 -2.77
N -1.072729 0.858649 1.193406 4.30 1.11 -3.82
N 0.581063 -0.670472 0.520440 -0.88 0.78 -0.45
Br -3.077708 0.496672 1.363301 -4.29 -0.44 0.75
Br 0.541338 -2.653179 0.145622 -0.14 1.05 0.34
H -1.173834 1.765595 -0.694655 -1.40 2.01 -1.53
H 0.705079 0.146190 2.382319 -1.77 0.46 -0.56
H -0.711973 -0.889303 2.152816 -1.80 -2.30 1.66
H 0.505157 -0.646131 -2.498237 1.53 0.80 1.12
H 2.110726 -0.417548 -1.574107 -0.45 -0.05 0.41
H 1.193306 0.937986 -2.252946 0.25 0.72 -0.26
```
Positions in Å, forces in eV/Å.


2.
Here is the molecule C23H30ClN3O4 from the OMol25 dataset. Energies are from wB97M-V/def2-TZVPD.

Output
- HOMO energy (eV) = -7.6
- molecular weight (Da) = 448.0
- orbital gap (eV) = 8.11
- ΔE to the lowest compared entry with this formula, charge and spin (kcal/mol) = 1.0
- SMILES = COc1cc(NC(=O)NCC2CCN(Cc3ccccc3Cl)CC2)cc(OC)c1OC
- electronic energy (Eh) = -1819.8451

```
61
Properties=species:S:1:pos:R:3:forces:R:3
C -5.551116 -2.980265 -0.420521 0.13 -0.23 0.02
O -6.212181 -1.741989 -0.536185 -0.09 0.53 0.11
C -5.545014 -0.612388 -0.162543 -0.21 0.36 -0.03
C -4.229488 -0.619840 0.285623 0.12 -0.29 0.01
C -3.619875 0.562086 0.675523 -0.41 -0.18 -0.19
N -2.299432 0.602645 1.133069 0.14 0.37 0.05
C -1.445796 -0.448747 1.384762 0.08 0.45 0.16
O -1.709767 -1.618201 1.208051 -0.12 -0.40 -0.13
N -0.248001 -0.036598 1.906816 0.25 0.25 0.12
C 0.830930 -0.981952 2.082343 0.02 -0.28 -0.34
C 1.680972 -1.179746 0.818732 0.09 0.10 0.46
C 2.691795 -2.307417 1.030467 -0.08 0.09 -0.37
C 3.564096 -2.470588 -0.220443 -0.03 -0.17 0.23
N 4.260327 -1.260590 -0.608143 0.14 -0.09 -0.08
C 5.382230 -0.916127 0.250269 -0.13 -0.06 0.05
C 6.269430 0.089726 -0.433363 0.06 0.10 0.14
C 6.608155 -0.102914 -1.768878 0.07 0.07 0.03
C 7.421063 0.789129 -2.440874 0.01 -0.06 -0.05
C 7.918549 1.901590 -1.781847 0.00 0.04 0.06
C 7.595813 2.116267 -0.454975 0.04 0.06 -0.02
C 6.775848 1.214840 0.206287 0.05 -0.10 -0.25
Cl 6.399448 1.535734 1.870203 -0.03 0.10 0.25
C 3.321832 -0.171124 -0.796559 -0.10 0.27 0.05
C 2.425238 0.096405 0.420683 -0.02 -0.26 -0.27
C -4.316235 1.765428 0.608541 0.07 0.14 0.05
C -5.623031 1.786464 0.143211 -0.23 -0.23 -0.14
O -6.379542 2.912086 0.022381 -0.01 -0.44 -0.05
C -5.847750 4.131187 0.471190 0.13 0.20 0.07
C -6.253850 0.594225 -0.245212 -0.23 0.03 -0.18
O -7.572834 0.671325 -0.631798 0.38 -0.12 0.46
C -7.870069 0.208411 -1.932758 -0.06 -0.10 -0.31
H -6.277516 -3.727981 -0.736325 0.09 0.02 0.03
H -5.248887 -3.179110 0.611386 0.00 0.01 -0.04
H -4.672198 -3.029381 -1.070471 -0.03 0.00 0.04
H -3.668089 -1.533095 0.357525 -0.02 -0.06 -0.02
H -1.976716 1.525248 1.386361 -0.02 -0.21 0.00
H 0.009686 0.935016 1.846060 -0.12 -0.05 -0.01
H 1.456686 -0.639731 2.911307 0.01 -0.07 -0.02
H 0.367909 -1.933724 2.352446 0.12 0.08 0.09
H 1.005149 -1.463453 0.003996 -0.03 -0.02 -0.01
H 2.170181 -3.243143 1.234932 -0.01 -0.07 0.08
H 3.322314 -2.077644 1.892593 0.03 -0.02 0.11
H 4.300867 -3.262952 -0.067771 -0.03 -0.02 -0.07
H 2.926713 -2.758321 -1.063061 -0.01 -0.09 0.03
H 5.077833 -0.533245 1.233973 0.08 -0.12 -0.09
H 5.962544 -1.830354 0.415706 -0.06 0.03 0.08
H 6.204253 -0.969067 -2.269416 -0.06 -0.08 -0.07
H 7.669577 0.617792 -3.477234 0.02 -0.02 -0.09
H 8.556577 2.603384 -2.296897 0.05 0.07 -0.04
H 7.973931 2.979311 0.071031 0.01 0.06 0.06
H 3.886248 0.728321 -1.054059 -0.08 -0.01 -0.08
H 2.690810 -0.433576 -1.652070 -0.02 0.09 -0.02
H 3.034553 0.443369 1.258862 0.02 0.07 0.10
H 1.720561 0.890646 0.165827 -0.01 0.08 0.02
H -3.825339 2.676387 0.914365 0.01 0.13 0.02
H -6.633840 4.868619 0.316151 0.09 -0.01 0.03
H -5.593657 4.094459 1.535937 0.00 -0.01 -0.04
H -4.962105 4.424633 -0.103968 -0.03 -0.02 0.04
H -8.929877 0.409174 -2.080431 0.03 -0.01 -0.07
H -7.681219 -0.862832 -2.034974 -0.05 0.13 -0.01
H -7.288714 0.752211 -2.685850 -0.03 0.00 0.04
```
Positions in Å, forces in eV/Å.


3.
Here is the ion C5H13N2O with charge +1 at a distorted geometry from the OMol25 dataset. Energies are from wB97M-V/def2-TZVPD.

Output
- HOMO energy (eV) = -13.3
- molecular weight (Da) = 117.2
- orbital gap (eV) = 10.17
- ΔE to the lowest compared entry with this formula, charge and spin (kcal/mol) = 92.9
- charge = +1
- SMILES = C=C(N)C[C@@H]([NH3+])CO
- electronic energy (Eh) = -382.7136

```
21
Properties=species:S:1:pos:R:3:forces:R:3
C 1.619930 -0.019993 -1.762636 0.03 -0.38 -1.55
C 0.316929 -0.215623 -1.502408 -0.83 -0.94 1.43
N -0.438724 -1.505371 -1.514644 1.20 -1.61 -3.36
C -0.719347 0.686734 -0.790095 -0.49 0.91 -1.54
C -0.625008 0.842674 0.764383 1.61 0.08 -0.31
N -1.525342 -0.274150 1.245503 -2.09 0.18 0.48
C 0.875614 0.506045 1.240423 -0.68 -1.69 -1.24
O 0.882506 0.110793 2.612894 1.03 2.38 0.29
H 2.249587 0.823492 -1.537288 -0.78 0.92 0.50
H 2.286720 -0.586482 -2.457024 -1.21 -0.67 0.87
H -0.663757 -1.841526 -2.588340 0.75 0.97 3.51
H 0.195678 -2.221402 -1.109073 -0.47 0.30 -0.85
H -0.671894 1.645896 -1.351282 -0.39 -0.24 0.87
H -1.751548 0.134958 -1.021687 2.08 1.88 0.06
H -0.991487 1.881402 1.105594 0.57 -1.91 -0.26
H -2.450947 0.036059 1.706881 1.57 -0.38 -1.43
H -1.165489 -0.921897 1.938920 0.88 0.07 0.23
H -1.651523 -0.784355 0.336407 -0.58 -0.34 1.13
H 1.344310 -0.460845 0.735546 -1.40 2.29 0.40
H 1.420977 1.404308 0.851765 0.16 -0.74 1.11
H 1.462813 0.759276 3.096170 -0.96 -1.08 -0.33
```
Positions in Å, forces in eV/Å.


4.
Here is a cluster of 2 separate species, BH4NO in total at a distorted geometry from the OMol25 dataset. Energies are from wB97M-V/def2-TZVPD.

Output
- HOMO energy (alpha / beta) (eV) = -7.2 / -9.3
- molecular weight (Da) = 44.9
- orbital gap (alpha / beta) (eV) = 7.16 / 9.47
- ΔE to the lowest compared entry with this formula, charge and spin (kcal/mol) = 96.8
- electronic energy (Eh) = -157.1655

```
7
Properties=species:S:1:pos:R:3:forces:R:3
B 0.143033 -0.001342 -0.065267 -0.33 -2.18 0.27
N -1.063526 0.640329 -0.126209 -0.49 0.46 -0.05
O 1.370879 0.453793 0.002561 1.02 1.03 -0.01
H 0.532186 -2.779144 0.325335 -0.22 1.07 -0.18
H -1.956146 0.186168 -0.187624 0.11 -0.17 0.01
H -1.128921 1.647514 -0.083132 0.04 0.05 -0.02
H 2.102497 -0.147320 0.134333 -0.12 -0.27 -0.02
```
Positions in Å, forces in eV/Å.


5.
Here is a cluster of 2 separate species, C20H12N5O9S in total at a distorted geometry from the OMol25 dataset. Energies are from wB97M-V/def2-TZVPD.

Output
- HOMO energy (eV) = -4.6
- molecular weight (Da) = 498.4
- orbital gap (eV) = 5.46
- ΔE to the lowest compared entry with this formula, charge and spin (kcal/mol) = 16.7
- charge = -1
- electronic energy (Eh) = -2118.0736

```
47
Properties=species:S:1:pos:R:3:forces:R:3
C 5.752516 1.646784 1.136817 -0.15 -0.03 -0.18
C 4.687668 1.743771 2.041158 -0.20 -0.14 -0.24
C 3.367316 1.668507 1.585727 0.25 -0.06 -0.22
C 3.120684 1.505981 0.216817 0.24 -0.03 -0.04
S 1.427386 1.557912 -0.420230 -0.92 -1.35 0.61
C 0.464205 0.272244 0.243997 1.20 0.85 -0.31
C -0.264030 0.516993 1.495886 0.83 0.03 0.19
O 0.068283 0.031073 2.581471 -0.73 0.31 -0.71
C -1.480771 1.405746 1.339079 -0.51 0.04 0.62
C -1.838327 1.996792 0.119324 0.03 0.04 0.03
C -2.832618 2.977673 0.051866 -0.16 -0.29 0.50
C -3.573653 3.274134 1.205828 0.26 -0.21 -0.06
C -3.314717 2.582290 2.404776 0.13 -0.13 -0.34
C -2.283792 1.641700 2.466885 0.19 0.44 -0.07
O 0.961117 2.838495 0.064352 -0.14 0.25 -0.27
O 1.544842 1.285363 -1.836626 0.41 0.40 -0.38
C 4.176868 1.431718 -0.693231 0.09 -0.02 0.30
C 5.494742 1.512354 -0.232096 -0.19 -0.12 0.23
H 6.783845 1.645237 1.497681 -0.32 0.13 -0.09
H 4.874405 1.864722 3.109123 0.01 -0.07 -0.29
H 2.534445 1.715266 2.286150 0.15 0.02 -0.18
H 0.952989 -0.682110 0.072614 0.28 0.10 0.49
H -1.344695 1.671541 -0.794761 0.09 0.34 0.25
H -3.018149 3.486970 -0.900609 -0.05 -0.25 0.43
H -4.372221 4.019818 1.160724 0.28 -0.21 0.08
H -3.906006 2.779709 3.298359 0.04 0.00 -0.24
H -2.044990 1.099934 3.390833 -0.09 0.32 -0.40
H 3.964714 1.304242 -1.752908 -0.04 0.08 0.25
H 6.310742 1.449845 -0.953907 -0.15 0.00 0.26
O -1.416411 -5.938907 -3.387685 -0.02 0.58 0.74
N -1.352510 -5.295448 -2.355560 0.56 1.67 1.08
C -1.157428 -3.966958 -2.016329 -0.12 -2.11 -0.85
C -1.182116 -3.892002 -0.609348 -0.33 -1.42 1.78
N -1.344915 -5.117497 -0.042174 0.37 2.15 -1.58
O -1.424223 -5.974322 -1.110633 -0.01 -0.24 -0.72
C -1.256079 -2.599914 0.045183 0.11 1.35 -0.76
N -1.429116 -2.471039 1.501475 -0.73 0.68 1.72
O -2.183920 -1.544026 1.881444 1.34 -1.98 -0.91
O -0.844156 -3.244325 2.278214 -0.94 1.05 -1.84
C -1.324218 -1.433341 -0.732283 -0.29 -0.51 2.40
C -1.261453 -1.542412 -2.118828 -0.96 0.26 -2.97
N -1.727311 -0.614166 -3.064070 0.35 -0.54 2.04
O -1.997082 0.576685 -2.979566 0.31 -1.54 -0.40
O -1.971979 -1.310649 -4.238468 0.82 0.00 0.09
N -1.626582 -2.653357 -4.110960 0.58 0.13 2.43
C -1.215356 -2.781448 -2.816537 -1.58 0.76 -2.39
H -1.497943 -0.441579 -0.308982 -0.26 -0.69 -0.08
```
Positions in Å, forces in eV/Å.


6.
Here is the molecule C9H13NO2 at a distorted geometry from the OMol25 dataset. Energies are from wB97M-V/def2-TZVPD.

Output
- HOMO energy (alpha / beta) (eV) = -9.3 / -9.3
- molecular weight (Da) = 167.2
- orbital gap (alpha / beta) (eV) = 9.32 / 9.32
- ΔE to the lowest compared entry with this formula, charge and spin (kcal/mol) = 98.7
- SMILES = CN1C(=O)CC2(CCCC2)C1=O
- electronic energy (Eh) = -555.8464

```
25
Properties=species:S:1:pos:R:3:forces:R:3
C -3.082160 -1.433460 -0.023117 2.91 0.97 2.32
N -1.890857 -0.494607 -0.022378 -2.14 -1.45 -0.38
C -2.196649 0.833261 -0.024423 1.71 1.66 0.09
O -3.280344 1.340078 0.050950 -0.07 -0.27 -0.11
C -0.820730 1.512472 -0.106296 -1.98 -1.64 -2.97
C 0.206113 0.440308 -0.108554 2.56 0.15 0.65
C 1.251470 0.439187 -1.216911 1.52 0.69 0.11
C 2.585104 -0.059407 -0.676965 0.00 -0.87 2.65
C 2.350756 -0.355290 0.868945 1.14 0.97 -0.58
C 1.147785 0.469355 1.178735 -1.64 1.39 -0.36
C -0.577259 -0.773454 -0.088032 -0.52 -9.56 -0.54
O -0.211304 -2.402453 -0.160301 -1.49 8.69 0.44
H -2.610016 -2.186350 0.547478 -0.18 -2.05 -0.26
H -3.429507 -1.585027 -0.978859 -0.33 -0.88 -2.14
H -3.882008 -1.073652 0.575946 -0.41 1.02 0.47
H -0.870990 2.058743 -1.029255 0.36 0.79 -0.20
H -0.760288 2.044780 0.727575 0.43 3.08 3.22
H 1.495471 1.370397 -1.710563 -0.68 0.95 0.51
H 0.978698 -0.121073 -2.034272 -0.97 -1.78 -1.72
H 3.309809 0.707548 -0.580086 0.82 0.90 -0.94
H 2.998979 -0.941656 -1.144854 0.02 0.00 -0.33
H 2.255108 -1.402337 1.015766 -0.78 -0.89 0.23
H 3.172622 -0.052997 1.564300 -0.26 -0.06 -0.90
H 0.570476 0.080160 1.982393 -0.40 -0.26 1.07
H 1.289712 1.585483 1.392773 0.39 -1.54 -0.32
```
Positions in Å, forces in eV/Å.